This record from the Open Molecules 2025 dataset describes an isolated molecule of C5H8O. The level of theory is ωB97M-V/def2-TZVPD.

Geometry (Å):
C1 1.634 0.204 -0.249
C2 0.308 0.253 0.494
C3 -0.487 -1.084 0.509
C4 -1.573 -0.397 -0.319
O1 -2.600 -0.772 -0.816
C5 -0.849 0.949 -0.280
H1 1.499 -0.201 -1.261
H2 2.068 1.206 -0.346
H3 2.358 -0.432 0.273
H4 0.454 0.665 1.498
H5 -0.845 -1.413 1.491
H6 -0.006 -1.935 0.012
H7 -1.402 1.714 0.276
H8 -0.591 1.353 -1.267

Calculated values
energy above the lowest of the compared OMol25 structures with the same formula, charge and spin	18.3	kcal/mol
charge	0
SMILES	CC1CC(=O)C1
multiplicity	1
orbital gap	10.5	eV